A 3-piece molecular cluster, C20H25I2N6O4 overall at a distorted geometry, computed with ωB97M-V with the def2-TZVPD basis set.

Last column: natural (NBO) charge in e.
Geometry (Å):
I  4.2099  0.7404  3.7729  0.48
N  3.2313  -0.5131  2.4704  -0.78
C  1.8922  -0.5945  2.4561  0.58
N  1.0021  0.1635  3.3134  -0.51
C  -0.3480  -0.1985  2.9717  0.26
I  -2.1151  0.5843  3.9320  0.35
N  -0.2784  -1.1561  1.8921  -0.23
C  -1.4980  -1.7311  1.2386  0.30
C  -2.4055  -2.5805  2.1475  -0.26
C  -3.7096  -3.1494  1.4841  -0.15
C  -3.9632  -2.7733  -0.0125  -0.22
C  -2.8767  -1.9138  -0.7008  0.05
N  -1.6854  -1.3865  -0.1282  -0.41
N  1.0285  -1.3903  1.6219  -0.21
C  1.6014  -2.3158  0.6141  0.03
C  1.3139  -3.8273  0.7013  -0.15
C  2.0492  -4.5821  -0.4169  -0.25
C  2.9057  -3.8150  -1.4118  0.06
N  3.1626  -2.4238  -1.5590  -0.38
C  2.4688  -1.7723  -0.5049  0.01
H  3.8028  -1.0595  1.8121  0.45
H  -2.2026  -2.8100  3.2531  0.26
H  -4.4579  -3.7763  2.0642  0.25
H  -4.9191  -3.1476  -0.5055  0.26
H  -3.0785  -1.6330  -1.8001  0.24
H  0.6782  -4.3211  1.5017  0.26
H  1.9536  -5.7167  -0.4986  0.26
H  3.4513  -4.4647  -2.1954  0.23
H  2.5969  -0.6230  -0.5103  0.22
O  -7.4786  2.9827  -0.1350  -0.56
C  -6.6749  3.3741  0.6770  0.79
O  -6.1117  2.5051  1.5420  -0.51
C  -5.0315  2.8263  2.4273  -0.06
C  -5.5421  3.4811  3.6955  -0.64
C  -6.3555  4.8372  0.8008  -0.75
H  -4.2736  3.4265  1.9179  0.18
H  -4.5534  1.8765  2.6825  0.18
H  -6.0494  4.4249  3.4873  0.22
H  -4.7186  3.6775  4.3867  0.21
H  -6.2709  2.8345  4.1909  0.22
H  -7.1404  5.3268  1.3798  0.25
H  -6.3226  5.2692  -0.2018  0.25
H  -5.3877  5.0443  1.2534  0.21
O  6.9858  -0.5646  -5.9592  -0.56
C  6.5072  -0.0420  -4.9811  0.79
O  5.2554  -0.3573  -4.5915  -0.51
C  4.6559  0.0718  -3.3619  -0.07
C  4.0720  1.4642  -3.4983  -0.64
C  7.2549  1.0283  -4.2369  -0.74
H  5.3628  -0.0109  -2.5323  0.17
H  3.8495  -0.6339  -3.1512  0.21
H  4.8401  2.2041  -3.7324  0.21
H  3.5733  1.7657  -2.5737  0.21
H  3.3467  1.4943  -4.3153  0.22
H  7.1440  1.9761  -4.7662  0.25
H  8.3114  0.7529  -4.2055  0.25
H  6.9416  1.1517  -3.2019  0.21

The HOMO energy comes out at -11.61 eV. As for the total charge: +1. The value obtained for the LUMO energy is -4.06 eV. The strongest force on any atom is 6.7 eV/Å. As for the HOMO-LUMO gap: 7.553 eV.

---

One molecule with the formula C4H4N2OS at a distorted geometry, computed with ωB97M-V with the def2-TZVPD basis set.

Last column: natural (NBO) charge in e.
Geometry (Å):
C  1.0601  1.2043  0.0371  0.27
C  -1.2689  0.4736  -0.0112  -0.10
C  -1.8870  -0.7204  0.0082  0.07
C  0.3343  -1.2065  -0.0083  0.34
H  2.6513  0.1760  -0.0219  0.37
H  0.5420  2.1483  -0.0513  0.16
H  -1.7312  1.4532  0.0121  0.25
H  -2.9100  -1.0482  0.0276  0.23
N  2.3277  1.1439  -0.0179  -0.60
N  0.1022  0.1559  0.0277  -0.44
O  -0.9118  -1.6829  -0.0116  -0.43
S  1.6911  -2.0971  0.0094  -0.13

For the energy above the lowest of the compared OMol25 structures with the same formula, charge and spin, the calculation gives 106.72 kJ/mol. The HOMO energy comes out at -8.72 eV. The value obtained for the LUMO energy is 0.56 eV. The strongest force on any atom is 2.5 eV/Å. As for the HOMO-LUMO gap: 9.280 eV.

---

C12H17BrMnN3O2PS as an isolated structure at a distorted geometry, computed with ωB97M-V with the def2-TZVPD basis set.

Last column: natural (NBO) charge in e.
Geometry (Å):
Mn  0.3812  -0.4671  0.8540  1.47
O  6.1395  -1.5535  2.2251  -0.57
C  4.9495  -1.2720  1.7543  0.46
C  4.6367  -1.1628  0.3878  -0.30
C  3.3523  -0.8791  0.0176  0.10
N  2.3684  -0.6983  0.9336  -0.67
C  2.7104  -0.7997  2.2241  0.17
Br  1.1701  -0.5146  3.3179  0.23
C  3.9389  -1.0731  2.7195  -0.30
H  6.8098  -1.6822  1.5386  0.52
H  5.3951  -1.3042  -0.3710  0.27
H  3.0705  -0.7889  -1.0220  0.24
H  4.1572  -1.1438  3.7760  0.30
S  -1.5065  -1.5859  0.9424  -0.04
C  -3.2509  -1.7036  0.6672  0.32
N  -4.1245  -0.8330  1.2137  -0.47
C  -5.4552  -1.0055  1.0522  0.15
C  -5.9023  -2.0932  0.3454  -0.25
C  -4.9444  -2.9723  -0.1432  0.18
N  -3.6249  -2.7541  0.0037  -0.38
H  -3.7934  -0.0730  1.7965  0.46
H  -6.0991  -0.2708  1.5173  0.28
H  -6.9600  -2.2604  0.1978  0.30
H  -5.2219  -3.8762  -0.6726  0.27
C  1.7800  2.5881  -1.8899  -1.02
P  0.1606  1.9943  -1.4873  1.94
C  -0.6106  1.3487  -2.9457  -1.01
C  -0.8112  3.3342  -0.8177  -1.02
O  0.3022  0.8477  -0.4359  -1.16
H  1.6980  3.4932  -2.4963  0.30
H  2.3229  1.8340  -2.4603  0.27
H  2.3196  2.8282  -0.9728  0.28
H  -0.8324  2.1637  -3.6377  0.29
H  -1.5421  0.8483  -2.6785  0.27
H  0.0556  0.6399  -3.4383  0.28
H  -1.5792  3.6443  -1.5259  0.29
H  -0.1771  4.1936  -0.5983  0.29
H  -1.2827  3.0091  0.1087  0.26

The HOMO energy (alpha / beta) comes out at -18.72 / -18.80 eV. As for the total charge: +3. The value obtained for the LUMO energy (alpha / beta) is -12.95 / -10.25 eV. Its spin multiplicity is 5. As for the expectation value of S²: 6.331. The strongest force on any atom is 1.0 eV/Å. As for the HOMO-LUMO gap (alpha / beta): 5.777 / 8.545 eV.

---

A 2-piece molecular cluster, CH2F3N overall at a distorted geometry, computed with ωB97M-V with the def2-TZVPD basis set.

Last column: natural (NBO) charge in e.
Geometry (Å):
C  -1.4743  -0.4585  0.1723  0.41
N  -1.5952  0.7708  0.1098  -0.09
F  -2.4226  -1.3352  -0.1023  -0.31
F  1.4526  0.1700  -0.0619  -0.57
F  -2.8107  1.2628  -0.0635  -0.21
H  1.8936  1.0531  0.1405  0.58
H  -0.4460  -0.8818  0.2162  0.20

For the energy above the lowest of the compared OMol25 structures with the same formula, charge and spin, the calculation gives 323.19 kJ/mol. The HOMO energy comes out at -11.30 eV. The value obtained for the LUMO energy is 0.60 eV. The strongest force on any atom is 3.7 eV/Å. As for the HOMO-LUMO gap: 11.899 eV.

---

A 9-piece molecular cluster, C8H32ClN16O8 overall at a distorted geometry, computed with ωB97M-V with the def2-TZVPD basis set.

Last column: natural (NBO) charge in e.
Geometry (Å):
Cl  -0.4470  -0.5741  -0.2920  -0.89
C  -4.3134  0.2239  -1.7258  0.76
O  -5.2853  0.5980  -2.4261  -0.70
N  -3.2209  -0.2400  -2.3218  -0.84
N  -4.2888  0.1627  -0.3961  -0.84
H  -3.1218  -0.1399  -3.3219  0.40
H  -2.4791  -0.6943  -1.8085  0.41
H  -3.4580  0.5441  0.0333  0.41
H  -5.1997  0.2300  0.0350  0.40
C  -1.3919  3.5408  0.1848  0.79
O  -2.1040  2.9678  1.0299  -0.75
N  -0.8128  2.8998  -0.7562  -0.82
N  -0.9881  4.8065  0.1180  -0.82
H  -0.9051  1.9000  -0.6468  0.42
H  -0.0659  3.1759  -1.3775  0.39
H  -0.1984  5.0436  -0.4652  0.40
H  -1.2027  5.2880  0.9795  0.40
C  1.6673  2.3688  2.5899  0.74
O  1.7229  3.3681  1.8793  -0.70
N  1.3426  1.1273  2.3543  -0.85
N  2.0584  2.5167  3.8142  -0.81
H  0.6974  0.9694  1.5935  0.43
H  1.6724  0.3853  2.9550  0.40
H  2.6158  3.3519  3.9223  0.40
H  2.1552  1.6455  4.3159  0.37
C  3.6205  1.4019  -1.1953  0.73
O  4.1996  2.4249  -0.8979  -0.68
N  3.2681  1.0536  -2.3868  -0.84
N  2.7823  0.8701  -0.3366  -0.84
H  2.9946  0.0916  -2.5277  0.40
H  3.6682  1.6313  -3.1123  0.40
H  2.8662  1.2393  0.5998  0.42
H  2.1839  0.1135  -0.6358  0.40
C  2.8426  -3.1175  0.0737  0.74
O  2.6292  -2.9413  1.2309  -0.68
N  2.1497  -2.7874  -0.9850  -0.86
N  3.7874  -3.8484  -0.2934  -0.80
H  2.5215  -2.9755  -1.9050  0.39
H  1.3240  -2.2676  -0.7239  0.43
H  4.4513  -4.2584  0.3479  0.40
H  4.0530  -3.7940  -1.2664  0.36
C  -1.4503  -4.1528  0.9154  0.75
O  -1.8054  -5.3003  1.0732  -0.70
N  -0.5246  -3.5820  1.6469  -0.83
N  -1.7512  -3.4392  -0.1309  -0.85
H  -0.0718  -4.0557  2.4155  0.40
H  -0.0719  -2.7420  1.3158  0.40
H  -2.0599  -3.9405  -0.9516  0.39
H  -1.2686  -2.5541  -0.1925  0.40
C  -2.4119  0.7649  3.9560  0.74
O  -2.5928  0.3305  5.1007  -0.73
N  -2.1116  0.1097  2.9143  -0.83
N  -2.6576  1.9499  3.5759  -0.84
H  -1.8389  0.5392  2.0418  0.41
H  -1.8469  -0.7802  3.3120  0.40
H  -3.1867  2.3882  4.3161  0.39
H  -2.2484  2.3800  2.7587  0.43
C  0.6154  -0.8813  -4.2845  0.73
O  0.7968  -1.1022  -5.4620  -0.70
N  0.2136  -1.7632  -3.4411  -0.85
N  0.8923  0.2108  -3.6895  -0.83
H  -0.0375  -1.5093  -2.4964  0.41
H  -0.1081  -2.6186  -3.8711  0.40
H  1.2985  0.9522  -4.2422  0.40
H  0.4364  0.4941  -2.8339  0.41

For the energy above the lowest of the compared OMol25 structures with the same formula, charge and spin, the calculation gives 119.58 kJ/mol. The HOMO energy comes out at -6.99 eV. As for the total charge: -1. The value obtained for the LUMO energy is 2.11 eV. The strongest force on any atom is 9.3 eV/Å. As for the HOMO-LUMO gap: 9.097 eV.

---

One molecule with the formula C6H16N2 at a distorted geometry, computed with ωB97M-V with the def2-TZVPD basis set.

Last column: natural (NBO) charge in e.
Geometry (Å):
C  -0.7842  1.4565  -1.4680  -0.41
C  -1.7846  1.3948  -2.6242  -0.60
C  -0.8806  0.2280  -0.5668  -0.19
N  0.3660  -0.2635  -0.0472  -0.47
C  1.4685  -0.3922  -0.9638  -0.40
C  0.2787  -1.1178  1.0953  -0.22
C  0.9095  -0.4590  2.3284  -0.21
N  0.9839  -1.3878  3.4341  -0.86
H  0.1820  1.6247  -1.9353  0.20
H  -1.0182  2.3175  -0.8852  0.20
H  -1.5357  2.1595  -3.3551  0.21
H  -2.8332  1.3880  -2.3361  0.20
H  -1.6525  0.4493  -3.1618  0.20
H  -1.5656  0.4898  0.2491  0.19
H  -1.4672  -0.5714  -1.0581  0.15
H  1.1454  -0.4027  -2.0127  0.19
H  2.1597  0.4470  -0.9342  0.18
H  1.9945  -1.3283  -0.7772  0.20
H  -0.7408  -1.4185  1.3127  0.18
H  0.7058  -2.1058  1.0576  0.19
H  0.3599  0.4614  2.5550  0.16
H  1.9320  -0.1834  2.0790  0.19
H  1.6862  -1.2443  4.1372  0.37
H  0.0903  -1.5418  3.8773  0.35

For the energy above the lowest of the compared OMol25 structures with the same formula, charge and spin, the calculation gives 132.54 kJ/mol. The HOMO energy comes out at -7.81 eV. The value obtained for the LUMO energy is 1.06 eV. The strongest force on any atom is 1.3 eV/Å. As for the HOMO-LUMO gap: 8.865 eV.